Record 1
The following is a quantum chemistry calculation of C5H14N2 in the gas phase in a non-equilibrium geometry, from the Open Molecules 2025 dataset.

Results
**HOMO-LUMO gap**: 9.3 eV
**HOMO energy**: -8.31 eV
**Charge**: 0
**Energy above the lowest of the compared OMol25 structures with the same formula, charge and spin**: 56.01 kcal/mol
**Total energy**: -308.333799 Ha
**Multiplicity**: 1

```
21
Properties=species:S:1:pos:R:3:forces:R:3
N 1.8767 -0.5836 0.9295 -4.6 1.9 -0.1
N -1.3864 -0.2074 0.3327 -1.8 -1.2 -2.1
C -0.2909 0.7439 0.6222 0.2 -3.4 3.1
C -1.3933 -1.7561 0.5039 1.2 2.5 3.5
C -1.8921 -0.0473 -1.0800 3.2 1.5 0.7
C 1.8605 1.5648 -0.3574 0.2 1.6 1.8
C 1.0106 0.3184 0.0390 3.1 0.4 -2.8
H 2.7459 -0.8116 0.5631 1.4 -0.8 -1.0
H -0.1819 0.7113 1.7502 0.0 0.3 -1.0
H 1.2504 -1.3447 1.1893 1.0 -0.3 0.0
H -0.5075 1.7532 0.3642 -0.8 0.5 -0.5
H 2.4697 2.0315 0.5175 -1.2 -0.9 -1.2
H -0.5496 -2.2334 0.0187 0.0 -0.2 -0.5
H -1.2537 -1.9714 1.6620 -0.5 0.3 -2.3
H -2.3731 -2.1087 0.1631 0.4 0.1 0.1
H 2.5747 1.4406 -1.1605 0.1 -0.5 -0.2
H 0.7529 -0.0452 -1.0690 0.5 -0.3 2.2
H -2.9330 -0.0889 -1.0578 -1.7 -0.4 -0.4
H -1.3766 -0.6897 -1.8292 -0.6 -0.2 0.5
H -1.5628 0.9600 -1.4077 -0.6 -0.3 0.1
H 1.1597 2.3643 -0.6936 0.5 -0.5 0.1
```
Forces are in eV/Å.

=====

Record 2
The following is a quantum chemistry calculation of a molecular structure, C5H7KO3 in a non-equilibrium geometry, from the Open Molecules 2025 dataset.

Results
**HOMO-LUMO gap (alpha / beta)**: 7.3 / 8.9 eV
**<S²>**: 0.76
**HOMO energy (alpha / beta)**: -11.04 / -12.68 eV
**Charge**: +1
**Energy above the lowest of the compared OMol25 structures with the same formula, charge and spin**: 39.58 kcal/mol
**Total energy**: -1019.981387 Ha
**Multiplicity**: 2

```
16
Properties=species:S:1:pos:R:3:forces:R:3
K -5.3820 -1.7701 1.5216 0.6 0.0 -0.1
O -2.1522 -0.4320 -0.1441 0.8 1.1 -0.2
O -0.2322 -0.8282 0.9999 0.8 0.7 0.6
O -2.1189 -1.9230 1.5011 -0.1 0.9 0.8
C -1.6417 -1.0040 0.8575 -0.8 -2.2 -1.8
C 1.6318 0.9024 -1.2700 1.3 0.3 3.0
C 0.3053 0.3406 0.6575 -1.8 -0.9 -0.9
C 0.3365 0.3338 -1.3858 -4.2 -2.5 0.2
C 1.7572 0.4779 0.6374 0.4 0.9 -2.8
H 1.7002 1.9947 -1.2580 0.3 -0.3 0.0
H -0.3686 1.1865 0.8538 0.5 0.0 -0.4
H 2.3152 -0.4602 0.6971 -0.1 0.5 0.2
H 0.3082 -0.6043 -1.9480 0.6 -0.3 0.2
H 2.1269 1.3965 1.0979 0.1 -0.5 0.2
H 2.4430 0.3235 -1.7249 -0.2 0.7 -0.1
H -1.0288 0.0660 -1.0929 1.7 1.6 0.8
```
Forces are in eV/Å.

=====

Record 3
The following is a quantum chemistry calculation of C4H15N2P in the gas phase in a non-equilibrium geometry, from the Open Molecules 2025 dataset.

Results
**HOMO-LUMO gap**: 9.3 eV
**HOMO energy**: -8.25 eV
**Charge**: 0
**Total energy**: -612.113422 Ha
**Multiplicity**: 1

```
22
Properties=species:S:1:pos:R:3:forces:R:3
P -1.7603 -0.8104 -0.3380 -1.8 0.5 1.3
N -1.6981 0.9427 -0.6598 1.5 0.6 -0.5
N -2.0076 -2.5197 0.1382 -0.5 -0.4 1.5
C -0.2904 1.4944 -0.6668 -0.5 1.3 0.0
C 2.1322 0.8424 0.3064 0.2 -0.3 1.2
C 2.2788 -0.7233 -0.2004 0.8 0.2 0.4
C 0.5654 1.2470 0.7081 1.7 0.9 -0.3
H -3.0252 -0.8867 -1.0411 0.8 0.1 0.2
H 0.6610 2.2849 1.2899 -0.4 -2.3 -1.2
H 3.1999 -1.2439 0.3524 -2.0 1.2 -1.3
H 2.5856 1.6141 -0.4683 -1.1 -1.7 1.5
H -2.3541 1.4954 -0.0646 1.0 -0.7 -0.6
H 2.7968 0.9300 1.2937 -1.5 0.0 -2.1
H -1.4943 -2.6421 1.0569 -0.7 -0.1 -1.4
H 1.3308 -1.3329 0.1170 1.8 1.1 -0.9
H -0.3992 2.6780 -0.7809 0.4 -2.6 0.0
H 2.5125 -0.7673 -1.3527 -0.8 -0.1 2.3
H -1.8388 -0.4769 1.0902 0.3 -0.2 -0.7
H 0.1014 0.4770 1.4568 0.9 1.4 -1.6
H 0.2518 1.0862 -1.6479 -1.0 0.8 2.3
H -3.0290 -2.6017 0.4263 1.6 0.1 -0.5
H -0.5194 -1.0873 -1.0154 -0.8 0.4 0.4
```
Forces are in eV/Å.

=====

Record 4
The following is a quantum chemistry calculation of a molecular structure, C18H12CrIN3O4S4 in a non-equilibrium geometry, from the Open Molecules 2025 dataset.

Results
**HOMO-LUMO gap (alpha / beta)**: 5.3 / 5.8 eV
**<S²>**: 3.85
**HOMO energy (alpha / beta)**: -3.82 / -3.94 eV
**Charge**: -1
**Total energy**: -4093.391350 Ha
**Multiplicity**: 4

```
43
Properties=species:S:1:pos:R:3:forces:R:3
I 2.9876 0.3381 2.6492 -1.9 1.2 0.3
Cr 1.7738 0.8102 -0.0652 0.3 -2.8 -1.8
S 3.7507 -0.1283 -1.0276 0.0 0.3 0.6
S 4.0922 -1.7103 -3.5259 0.6 -0.7 -1.3
S 1.7554 -0.4762 -4.8446 0.1 -0.4 -0.6
S 0.9620 0.9931 -2.3287 -0.4 0.5 1.1
O -3.5644 0.6087 0.1278 -0.6 -0.1 0.0
O 1.0382 -1.8643 -0.2172 0.8 1.6 0.5
O 3.4469 -2.1312 -6.0958 0.1 -0.3 -0.5
O 2.9904 4.8124 0.5501 -0.1 -0.7 0.9
N 2.2299 2.5580 0.3240 0.9 3.1 1.2
N -1.8647 -3.1775 -1.7266 1.0 -0.1 0.0
N 0.0668 0.5944 1.1135 -0.3 1.0 0.6
C -3.8221 -0.7950 0.3167 -0.8 0.3 0.7
C -1.0710 2.3801 2.3896 1.3 -0.4 -0.3
C 1.0825 2.4397 4.1432 0.3 -0.1 0.2
C -2.8347 -2.5670 -1.0366 -1.7 0.8 0.2
C -0.0276 3.2414 4.3887 0.1 -0.1 -0.9
C -2.6274 -1.5438 -0.1507 0.9 -0.6 -0.6
C -0.1693 -1.8780 -0.4878 -1.3 -0.7 -0.9
C -1.2628 -1.1348 0.1139 -0.5 0.0 0.5
C 0.0787 1.5783 2.1328 -0.7 -0.4 0.4
C 3.1708 -1.5749 -5.0790 -0.3 0.9 1.6
C 2.0229 -0.0268 -3.1980 4.3 -2.1 1.8
C 0.3663 -3.6894 -2.2393 2.4 0.6 -0.9
C 1.1654 1.6528 3.0025 0.4 -0.6 0.3
C 3.2357 -0.5794 -2.6092 -4.5 2.3 -1.2
C -1.0585 -0.0760 1.0457 2.1 -1.2 -2.5
C -0.6089 -2.8459 -1.5164 -1.7 -1.3 0.3
C 2.6308 3.6767 0.5585 -0.8 -1.2 -2.1
C -1.0720 3.2336 3.4600 0.0 0.6 0.8
H 1.1860 -4.0050 -1.5678 -0.4 0.1 -0.1
H -1.9175 2.3608 1.7217 0.0 -0.1 -0.3
H -0.0317 3.9230 5.2223 0.0 0.0 0.2
H 1.8781 2.3987 4.8710 0.2 0.1 0.0
H -4.1464 -0.9799 1.3689 0.7 0.1 -0.2
H -0.0067 -4.5818 -2.7628 -0.4 0.6 0.3
H 0.9175 -3.0468 -2.9898 -0.5 -0.6 0.5
H -4.7048 -1.1342 -0.2492 0.3 0.2 -0.2
H -1.8999 3.9270 3.5822 0.0 -0.2 0.1
H -3.8924 -2.8481 -1.2892 1.1 0.2 0.2
H -4.3970 1.0767 0.2593 0.1 0.0 0.0
H -1.8487 0.1908 1.6660 -1.2 0.4 1.2
```
Forces are in eV/Å.

=====

- Which of these has the lowest charge?
  C18H12CrIN3O4S4